# 1
Entry from the Open Molecules 2025 dataset: a cluster of 2 separate species, C3H8N3 in total (ωB97M-V with the def2-TZVPD basis set).

Cartesian coordinates (Å):
N: 2.2820 0.3147 0.1896
N: 3.1283 -0.5005 -0.0299
N: -0.5446 -0.1369 -0.6095
C: 1.1489 0.8629 0.1324
C: -1.7343 0.4382 0.0809
C: -1.3287 -0.9386 0.3942
H: -1.9092 -1.7786 -0.0545
H: -0.6253 -1.1183 1.2440
H: -0.6091 -0.3759 -1.6380
H: -1.4867 1.0984 0.8238
H: -2.6900 0.7711 -0.5602
H: 0.5721 0.7775 1.1022
H: 1.0565 1.7727 -0.4625
H: 2.7402 -1.1867 -0.6124

Force components x, y, z for each atom (eV/Å):
N 1.2 0.1 0.0
N 1.0 1.3 1.2
N -0.2 0.2 -1.1
C -2.6 0.5 1.6
C -2.1 -0.7 -3.1
C 0.8 -1.0 -1.3
H 0.7 0.6 0.8
H -1.4 -0.1 -0.4
H -0.5 0.3 1.7
H 0.5 2.0 1.5
H 2.3 -1.3 1.6
H 0.9 0.4 -1.1
H 0.0 -0.3 0.0
H -0.7 -2.1 -1.5

## Properties
Kohn-Sham gap, eV: 9.5
Total charge: +1
E_HOMO, eV: -14.38
Relative energy (zero: lowest compared OMol25 entry of this formula, charge and spin), kJ/mol: 583.1

Atom charges from the Mulliken analysis, given in e for atoms 1 to 5: N 0.4050; N -0.4490; N -0.4271; C -0.1282; C -0.3232



# 2
Entry from the Open Molecules 2025 dataset: a cluster of 11 separate species, H22O11 in total (ωB97M-V with the def2-TZVPD basis set).

Cartesian coordinates (Å):
O: -0.8515 3.1675 -1.6803
O: 3.3535 -2.8039 -1.5483
O: -3.7592 -0.3460 2.0938
O: -3.6760 0.1519 -0.1804
O: 3.3004 -1.1290 1.7904
O: -3.2087 -1.5828 -1.7366
O: -0.4757 0.0851 -1.3603
O: 3.4895 3.3002 -1.4076
O: -0.2433 2.0328 1.8731
O: 0.5431 -3.1885 -0.1686
O: 1.6359 0.5482 2.5753
H: -4.4743 -0.5935 1.5214
H: -2.6522 0.1617 -0.1848
H: 2.8543 -2.3037 -2.2090
H: -0.8605 2.2067 -1.6060
H: -0.2318 1.5250 2.6903
H: -4.1035 -1.9513 -1.7825
H: -1.0498 1.5930 1.3996
H: 2.9184 -0.4825 1.2546
H: 2.6842 3.2893 -0.8383
H: 4.2023 -3.0602 -1.8168
H: -3.7452 0.2134 -1.1356
H: 3.6661 -1.9247 1.3296
H: -0.0969 3.3595 -2.2380
H: 3.9792 2.5486 -1.1708
H: 0.8634 0.2519 2.0708
H: 2.1178 -0.1731 2.7611
H: 0.9149 -2.3132 -0.5742
H: -3.0243 -0.3346 1.3634
H: -0.8023 0.6779 -0.7551
H: 0.1359 -2.7321 0.5743
H: -3.0123 -1.4346 -0.8216
H: -1.1471 -0.4075 -1.8367

Force components x, y, z for each atom (eV/Å):
O -0.3 -0.1 0.3
O -2.4 0.7 1.2
O 3.0 -0.4 -0.7
O 2.8 1.7 -1.0
O 1.9 -3.1 1.4
O 0.2 -1.0 -1.9
O 1.9 -2.2 -2.0
O -2.1 1.6 0.0
O -2.9 -1.4 -1.8
O 0.9 3.3 -1.0
O -3.1 4.0 -1.0
H -0.8 -0.1 -0.1
H -2.3 0.5 0.3
H 0.8 -0.4 -0.1
H 0.2 0.3 -0.4
H 0.2 0.3 0.4
H 0.4 0.0 0.1
H 1.9 1.7 1.3
H -0.5 1.2 -2.0
H 1.0 0.0 -0.6
H 1.6 -0.2 -1.2
H -0.8 0.1 -0.6
H -0.8 1.5 0.1
H 0.2 0.0 -0.2
H 1.0 -1.6 0.6
H 0.6 0.1 0.1
H 2.7 -4.2 1.5
H -0.6 -2.6 0.5
H -2.2 -0.2 3.3
H -1.4 1.9 2.2
H -0.4 -0.6 0.6
H -0.4 -0.6 0.6
H -0.5 0.1 0.0

## Properties
Kohn-Sham gap, eV: 10.6
SMILES string: O.O.O.O.O.O.O.O.O.O.O
Total charge: 0
E_HOMO, eV: -11.36
Relative energy (zero: lowest compared OMol25 entry of this formula, charge and spin), kJ/mol: 503.6

Atom charges from the Mulliken analysis, given in e for atoms 1 to 5: O -0.6015; O -0.5899; O -0.6046; O -0.7214; O -0.6564



# 3
Entry from the Open Molecules 2025 dataset: a cluster of 10 separate species, C27H60Cl4N7O9 in total (ωB97M-V with the def2-TZVPD basis set).

Cartesian coordinates (Å):
Cl: 1.2163 -4.6971 0.0374
Cl: -0.1873 -5.5932 -3.9287
Cl: 3.1858 5.0593 0.4778
Cl: 4.0566 4.5298 -2.7088
O: -4.6381 -0.7925 4.7178
O: 0.4654 1.1535 -0.0931
O: 0.2136 5.3812 -3.5472
O: 3.9426 -0.7736 4.1795
O: 4.9847 0.0353 -2.8590
O: -1.0608 4.4828 3.6764
O: -2.2343 -4.3472 3.5114
O: -1.1834 -0.4887 -5.5900
O: -0.4753 0.2388 1.7736
N: -2.2783 0.9251 -4.1769
N: 0.4869 3.1734 -3.0029
N: 4.7412 -2.0864 -3.4401
N: -1.1781 3.3030 1.8664
N: -3.7402 -4.4619 1.9198
N: -2.6470 0.3063 4.2845
N: 1.8216 -0.1374 3.7684
C: -2.2562 0.6970 5.6597
C: 4.4030 -1.0395 -2.6611
C: 1.2400 -5.0542 -1.6993
C: 3.9407 3.2666 -1.4229
C: 2.8199 3.5920 -0.4164
C: -0.9991 4.5208 -1.6219
C: -0.5044 3.7624 2.9046
C: -2.8337 -4.0287 0.9234
C: -0.0420 4.4085 -2.8009
C: -0.0204 0.2110 0.5580
C: -3.3614 -4.6523 3.1366
C: -0.2108 -5.1850 -2.2313
C: 0.9951 3.5362 3.0816
C: -3.7309 -0.4219 3.9729
C: -0.0879 -1.1408 -0.1393
C: 3.2876 -0.8059 1.9262
C: 3.0265 -0.5681 3.3846
C: -2.8134 1.0646 -6.5260
C: -3.7657 -0.8650 2.5245
C: -1.9509 0.4415 -5.3763
C: 3.2370 -1.2185 -1.7005
C: 1.2911 2.8134 -4.2087
C: -2.6130 3.4216 1.6288
C: -4.4125 -4.9376 4.1981
C: -1.6152 0.5424 -2.9344
C: 5.8126 -2.0622 -4.5091
C: 1.5301 0.0566 5.1993
H: -0.7842 5.4215 -1.0469
H: -4.0397 -0.0038 1.9152
H: 0.3484 -1.2102 -1.1357
H: 0.6270 0.6661 5.1654
H: -0.7208 -4.2245 -2.3053
H: -2.0338 4.4618 -1.9596
H: -3.2940 -3.9733 -0.0630
H: -2.2274 1.7657 -7.1203
H: -3.1108 1.1174 6.1899
H: 1.5913 1.7669 -4.1561
H: -0.9103 -5.8966 -1.7928
H: -2.0910 -4.8159 0.7936
H: -2.0820 -0.3762 -2.5791
H: -0.8423 2.5402 1.2960
H: -1.0335 3.6669 -0.9453
H: -2.7812 -1.1488 2.1524
H: 4.3476 -2.9782 -3.1759
H: 4.8775 3.1325 -0.8819
H: 6.6297 -1.4212 -4.1781
H: -1.1358 -1.4239 -0.2385
H: -4.2757 -5.7868 4.8676
H: -1.9264 -0.2090 6.1681
H: 2.4194 -0.5024 1.3412
H: -3.0616 0.1842 -7.1187
H: 3.6142 -0.9320 -0.7188
H: 2.9121 -2.2589 -1.6946
H: 3.7908 2.2897 -1.8824
H: -0.5334 0.4774 -3.0509
H: -3.1668 2.4842 1.6822
H: 1.8586 3.7367 -0.9094
H: -3.0842 4.0791 2.3594
H: 2.7255 2.8106 0.3377
H: -5.3716 -5.1168 3.7122
H: 1.8183 -5.9457 -1.9419
H: -2.7976 3.9221 0.6783
H: 2.3067 0.6257 5.7102
H: 1.4024 -0.8838 5.7354
H: -1.4114 1.3841 5.7083
H: -4.5228 -1.6383 2.3945
H: -4.7043 -4.6391 1.6765
H: -3.7716 1.4449 -6.1719
H: -2.9673 1.6628 -4.1429
H: 1.3838 3.3829 4.0883
H: 2.4183 -0.5714 -2.0152
H: 0.3788 -1.9254 0.4562
H: 0.6159 3.0468 -5.0319
H: 6.1896 -3.0743 -4.6557
H: 4.1379 -0.1898 1.6339
H: 1.8067 -4.3059 -2.2533
H: -1.9086 1.2098 -2.1241
H: -2.0150 0.5886 3.5489
H: 1.6447 4.2877 2.6328
H: -2.2503 -3.1408 1.1672
H: 3.4921 -1.8596 1.7364
H: -4.5396 -4.0398 4.8031
H: 1.1628 2.6098 2.5322
H: 2.1818 3.4417 -4.2114
H: 5.4621 -1.7289 -5.4859
H: 1.0713 -0.0020 3.1059
H: 0.3220 2.4499 -2.3177

Force components x, y, z for each atom (eV/Å):
Cl 0.2 -0.1 -0.1
Cl 0.4 -0.7 -1.4
Cl 0.1 0.8 0.5
Cl 0.2 -0.5 0.6
O 1.1 0.8 0.2
O -0.3 1.0 0.4
O -0.7 -1.9 1.5
O -0.5 0.2 0.1
O -0.8 -0.4 0.9
O -1.8 2.9 3.7
O 0.5 -0.5 -0.3
O 0.0 0.8 0.5
O 0.6 0.7 -1.5
N 0.3 0.8 1.3
N 0.3 -0.3 -0.1
N 0.5 -1.2 -0.8
N -0.4 -0.7 -0.2
N -2.5 0.0 -2.6
N 0.9 1.5 1.1
N -0.2 0.3 1.0
C -0.6 -0.9 -0.3
C 0.8 1.6 -1.4
C -0.7 -0.5 -0.8
C -0.5 -0.2 0.5
C 0.3 -0.6 -0.8
C -0.2 -0.4 0.2
C 1.6 -2.3 -3.9
C 1.4 -0.7 -1.2
C 0.7 1.0 -1.4
C -0.3 -0.9 0.9
C 1.3 0.8 4.6
C 0.1 1.0 -0.1
C 0.6 -0.9 -0.2
C -1.0 -1.4 -0.5
C -0.2 -0.6 0.1
C -0.8 0.4 -0.3
C 1.6 -0.7 0.3
C 0.6 -1.3 0.6
C 0.1 0.5 -0.3
C -0.9 -0.5 -1.8
C 1.0 -0.2 -0.3
C -0.8 1.0 1.2
C -0.9 1.3 0.7
C -1.1 -0.3 -0.6
C -1.1 -0.3 0.1
C -0.6 -0.1 1.2
C -0.1 0.4 -1.0
H -0.3 0.1 -0.2
H -0.3 0.1 -0.2
H 0.1 0.5 0.1
H -0.2 -0.3 0.6
H 0.2 0.1 0.9
H 0.0 0.8 -0.5
H -0.4 0.4 0.2
H -0.2 0.0 0.1
H 0.1 0.0 0.0
H -0.3 0.1 -0.1
H 0.7 0.0 0.6
H 0.4 0.0 0.0
H 0.6 -0.6 -0.2
H 1.5 -0.6 0.0
H 0.9 -0.3 0.1
H 0.0 -0.2 0.2
H 0.1 0.1 -0.4
H 0.2 0.6 -0.2
H -0.2 0.0 0.0
H -0.2 0.0 0.1
H 0.7 0.1 -0.2
H -0.1 0.0 0.3
H 0.0 -0.1 -0.2
H 0.1 0.2 -0.4
H -0.4 0.0 0.0
H -0.1 0.1 0.2
H -0.4 0.1 -0.3
H -0.2 -0.2 0.1
H 0.5 -0.2 -0.1
H 0.2 -0.1 0.0
H 0.2 0.0 0.2
H 0.0 -0.2 -0.3
H -0.3 0.0 0.0
H -0.3 -0.4 0.6
H 0.3 -0.3 -0.2
H 0.2 -0.1 -0.2
H -0.2 0.0 -0.1
H -0.2 0.1 -0.5
H 0.2 0.1 0.1
H 0.3 0.0 0.0
H 0.2 0.5 0.0
H 0.3 -0.2 0.0
H -0.7 0.1 0.2
H 0.1 0.0 0.1
H 0.0 0.1 0.2
H 0.5 -0.3 -0.4
H -0.1 0.0 0.3
H 0.1 -0.2 0.0
H -0.5 0.5 0.2
H 0.4 0.6 -0.3
H 0.0 -0.5 -0.2
H -0.6 0.4 -0.3
H -0.4 0.1 0.2
H 0.1 0.1 0.1
H 0.2 0.0 0.0
H 0.0 -0.3 -0.1
H -0.1 -0.1 -0.3
H -0.3 0.3 0.3
H -0.2 -0.2 -0.2
H -0.1 0.1 0.1

## Properties
Kohn-Sham gap (spin up / spin down), eV: 8.8 / 3.4
Total charge: 0
Multiplicity: 2
<S²>: 0.75
E_HOMO (spin up / spin down), eV: -9.35 / -9.35

Atom charges from the Mulliken analysis, given in e for atoms 1 to 5: Cl -0.1393; Cl -0.2108; Cl -0.2467; Cl -0.1981; O -0.7137